Below is the molecule CH8N2O2Si2, with properties calculated with ωB97M-V/def2-TZVPD.

Calculated values
- LUMO level: 0.704 eV
- Relative energy (zero: lowest compared OMol25 entry of this formula, charge and spin): 16.7 kcal/mol
- 2S+1: 1
- SMILES: NC(=O)N[Si@@H](O)[SiH3]
- Kohn-Sham gap: 10.20 eV

CARTESIAN COORDINATES (ANGSTROEM)
N -0.9812 2.4527 1.2852
C -0.7548 1.1569 0.8813
O -0.4724 0.3043 1.7240
N -0.6517 0.9343 -0.4884
Si -0.4014 -0.8868 -0.6001
O -0.2410 -1.0751 -2.2486
Si 1.7226 -1.8066 0.1471
H -1.1042 3.1991 0.6161
H -0.6727 2.6989 2.1910
H -0.3616 1.7216 -1.0349
H -1.8797 -1.2117 -0.2448
H -0.7869 -1.3451 -2.9365
H 2.9824 -1.0711 -0.5944
H 1.5513 -3.1870 -0.2664
H 2.0515 -1.8845 1.5694

Below is a cluster of 2 separate species, CH8N2O2Si2 in total, with properties calculated with ωB97M-V/def2-TZVPD.

Calculated values
- LUMO level: 0.291 eV
- Relative energy (zero: lowest compared OMol25 entry of this formula, charge and spin): 43.1 kcal/mol
- 2S+1: 1
- Kohn-Sham gap: 9.28 eV

CARTESIAN COORDINATES (ANGSTROEM)
C -1.7123 -0.9876 0.4507
N -2.6812 -1.7464 -0.1392
N -1.8513 0.3163 0.0232
O -0.8419 -1.3754 1.1962
O -1.2054 2.8566 -0.3481
Si 3.9077 -0.0860 0.0068
Si -0.5120 1.4358 0.1999
H -3.4734 -1.2383 -0.3518
H -2.8129 -2.6745 0.1016
H -2.4279 0.3656 -0.9240
H -2.0774 3.2406 -0.1235
H 5.0756 0.3668 0.9042
H 3.6469 1.2417 -0.5774
H 4.1969 -1.1417 -1.0364
H 2.7685 -0.5736 0.6178

Below is a cluster of 3 separate species, CH8N2O3 in total, with properties calculated with ωB97M-V/def2-TZVPD.

Calculated values
- LUMO level: 0.740 eV
- Relative energy (zero: lowest compared OMol25 entry of this formula, charge and spin): 8.8 kcal/mol
- 2S+1: 1
- SMILES: NC(N)=O.O.O
- Kohn-Sham gap: 10.88 eV

CARTESIAN COORDINATES (ANGSTROEM)
N 0.1288 -1.4276 0.0916
C 1.0815 -0.5002 -0.1725
N 2.0077 -0.8697 -1.1218
O 1.1690 0.5850 0.3776
H -0.0201 -2.0883 -0.6478
H -0.5445 -1.2231 0.8133
H 2.6058 -0.1006 -1.3938
H 2.2221 -1.8034 -1.4118
O -1.9684 -0.0497 1.7310
H -1.2646 0.5185 1.4002
H -2.7697 0.5154 1.7992
O -1.1890 1.9743 -0.3473
H -1.1551 2.4654 -1.1605
H -0.3036 2.0039 0.0427

Below is a structure of composition CH8N2OPS, with properties calculated with ωB97M-V/def2-TZVPD.

Calculated values
- LUMO level: -4.159 eV
- Relative energy (zero: lowest compared OMol25 entry of this formula, charge and spin): 0.0 kcal/mol
- Charge: +1
- 2S+1: 1
- Kohn-Sham gap: 8.16 eV

CARTESIAN COORDINATES (ANGSTROEM)
C 0.3087 0.4770 1.8405
N -1.9370 -1.1728 -1.9277
N 1.5275 0.7777 1.0057
O 0.4550 -0.5003 -1.4669
P -0.8032 -1.2484 -0.7536
S -1.1256 1.0452 0.9120
H 0.3751 1.0078 2.7903
H 0.2661 -0.5976 2.0156
H -2.8155 -1.6435 -1.7679
H -2.0094 -0.4240 -2.6047
H 1.3798 0.3408 0.0770
H 1.5809 1.7929 0.8645
H 2.4025 0.4415 1.4236
H 0.3950 -0.2962 -2.4083

Below is a structure of composition CH8N3O, with properties calculated with ωB97M-V/def2-TZVPD.

Calculated values
- LUMO level: -3.543 eV
- Relative energy (zero: lowest compared OMol25 entry of this formula, charge and spin): 20.3 kcal/mol
- Charge: +1
- 2S+1: 1
- Kohn-Sham gap: 11.53 eV

CARTESIAN COORDINATES (ANGSTROEM)
N 0.3505 1.7408 -0.6876
C -0.7738 1.0181 -0.4711
N -0.7610 0.2697 0.7799
O -1.6595 0.8343 -1.2476
H 0.3808 2.3341 -1.5046
H 0.8870 2.0202 0.1104
H -0.4523 0.7458 1.6216
H -1.6937 -0.1412 0.8782
N 0.7541 -1.8181 0.0885
H 0.9500 -1.7984 -0.9057
H 1.6443 -1.7215 0.5831
H 0.0113 -0.7609 0.4428
H 0.3623 -2.7229 0.3120

Below is a cluster of 2 separate species, CH8N3O in total, with properties calculated with ωB97M-V/def2-TZVPD.

Calculated values
- LUMO level: -3.361 eV
- Relative energy (zero: lowest compared OMol25 entry of this formula, charge and spin): 0.0 kcal/mol
- Charge: +1
- 2S+1: 1
- Kohn-Sham gap: 11.25 eV

CARTESIAN COORDINATES (ANGSTROEM)
N 1.4084 -0.6660 1.8321
H 0.7257 -1.3784 2.0786
H 1.5311 -0.0540 2.6341
H 2.2906 -1.1313 1.5924
H 1.0182 -0.0925 0.9720
N -1.4402 1.4274 -1.1031
C -0.5271 0.4996 -0.7872
N -0.7284 -0.7599 -1.2558
O 0.4383 0.7804 -0.0486
H -1.2674 2.3688 -0.7936
H -2.0926 1.2682 -1.8494
H -1.4542 -0.9341 -1.9312
H 0.0977 -1.3283 -1.3404

Below is a cluster of 2 separate species, CH8N3OP in total, with properties calculated with ωB97M-V/def2-TZVPD.

Calculated values
- LUMO level (alpha / beta): 0.170 / 0.009 eV
- Relative energy (zero: lowest compared OMol25 entry of this formula, charge and spin): 120.1 kcal/mol
- 2S+1: 1
- Kohn-Sham gap (alpha / beta): 7.78 / 7.85 eV

CARTESIAN COORDINATES (ANGSTROEM)
C 1.7870 -0.4160 0.1102
N 0.4711 2.1846 -0.7118
N -1.9279 -0.9954 -0.7816
N -1.2780 0.2772 1.4466
O 0.4619 -0.8904 -0.1913
P -0.7769 0.0731 -0.1625
H 1.8252 -0.1949 1.1922
H 1.8531 0.5458 -0.4303
H 2.4398 -1.3114 -0.1166
H -0.0153 2.3269 -1.5803
H -2.8691 -0.6671 -0.7743
H -1.4667 -1.3578 -1.5613
H -2.0407 0.9512 1.5338
H -0.4237 0.3946 2.0915

Below is a cluster of 2 separate species, CH8N3S2 in total, with properties calculated with ωB97M-V/def2-TZVPD.

Calculated values
- LUMO level: -3.273 eV
- Relative energy (zero: lowest compared OMol25 entry of this formula, charge and spin): 9.5 kcal/mol
- Charge: +1
- 2S+1: 1
- Kohn-Sham gap: 9.14 eV

CARTESIAN COORDINATES (ANGSTROEM)
S 1.1276 -1.6766 1.3475
S 1.9826 0.0631 0.5650
H 1.4639 -2.4746 0.3265
H 1.1742 0.9682 1.1550
N -1.7667 1.7312 -1.8978
C -1.5414 0.8094 -0.9699
N -2.0287 1.0191 0.2761
N -0.8918 -0.3095 -1.2453
H -2.4589 2.4477 -1.7464
H -1.5352 1.5449 -2.8621
H -2.0481 1.9709 0.5982
H -1.7275 0.3611 0.9714
H -0.3587 -0.3775 -2.0966
H -0.5160 -0.8281 -0.4557